No. 1
DFT (wB97M-V/def2-TZVPD) results for 2 unconnected molecules or ions with the total composition C31H34BClO2S.

```
70
Properties=species:S:1:pos:R:3:nbo_charge:R:1
Cl -1.9241 -3.2503 -4.6449 0.022
S 2.2152 -4.6096 1.0296 0.421
O -1.0770 0.6470 3.3925 -0.754
O -0.2918 -1.5336 3.7611 -0.736
C 0.1892 -2.2952 -3.2741 -0.210
C -0.9833 -4.1929 -2.3006 -0.236
C -3.6214 -1.2464 3.3783 -0.193
C -0.8512 -3.2333 -3.3145 -0.058
C 1.7637 -1.1927 4.9425 -0.627
C -3.5398 0.8538 -0.6560 -0.200
C -5.7700 -3.7123 5.2500 -0.629
C 1.0016 -3.2974 -1.1865 -0.088
C 2.8965 -2.2891 0.1806 -0.231
C -1.2343 0.5725 -1.3478 -0.223
C 3.8596 -2.6470 1.1696 -0.271
C -2.5197 1.0810 -1.5861 -0.234
C 3.6485 -3.9012 1.7171 -0.173
C -0.0457 -4.2398 -1.2708 -0.142
C -4.3779 -3.9070 3.1304 -0.206
C -2.0297 -0.5188 0.6603 0.007
C 4.5389 -4.6351 2.6512 -0.642
C -3.3014 0.0392 0.4527 -0.229
C 0.1164 1.8165 5.1794 -0.631
C 0.3434 -0.7085 4.7463 0.235
C -4.6279 -1.7593 4.1896 -0.217
C 1.2578 1.1168 3.0764 -0.636
C 1.1322 -2.3670 -2.2506 -0.186
C -3.4233 -3.3675 2.2561 -0.198
C -4.9131 -3.1312 4.1678 -0.030
C -2.9294 -2.0772 2.4709 0.001
C -0.4464 -0.8773 6.0540 -0.636
C 0.1863 0.7477 4.1204 0.257
C 1.9469 -3.2743 -0.0777 -0.208
C -1.7050 -1.4864 1.7700 -0.624
C -0.9777 -0.1777 -0.2037 -0.167
B -1.1412 -0.6806 3.0608 1.228
H 2.2598 1.2150 3.5162 0.214
H 2.3253 -1.1951 4.0013 0.224
H -4.7155 -4.9405 2.9997 0.211
H 4.7403 -5.6500 2.2847 0.227
H 1.7422 -2.2172 5.3312 0.222
H -6.8286 -3.7209 4.9731 0.219
H -3.0202 -3.9456 1.4198 0.214
H -0.4295 0.7486 -2.0627 0.207
H -1.4994 -0.5834 5.9307 0.219
H 0.0333 -0.5231 0.0316 0.199
H -0.7439 1.6679 5.8418 0.224
H 0.2375 -1.5246 -4.0423 0.228
H 2.9337 -1.3671 -0.3858 0.218
H 1.3129 0.3872 2.2531 0.221
H 5.5000 -4.1207 2.7508 0.228
H -2.7194 1.6749 -2.4806 0.211
H -0.4299 -1.9357 6.3433 0.224
H 1.0499 1.7796 5.7617 0.214
H 4.0852 -4.7197 3.6456 0.225
H 0.0556 2.8081 4.7240 0.221
H -0.9926 -2.2559 1.4498 0.257
H 4.6897 -2.0164 1.4723 0.222
H -1.8264 -4.8812 -2.3308 0.229
H -3.3944 -0.1742 3.4338 0.223
H -4.5284 1.2953 -0.7969 0.211
H -0.1236 -5.0202 -0.5170 0.211
H 0.9973 2.1009 2.6529 0.224
H -5.4834 -4.7415 5.4789 0.218
H -5.1631 -1.0954 4.8738 0.208
H -5.6709 -3.1072 6.1573 0.216
H 2.2811 -0.5544 5.6725 0.209
H 1.9860 -1.6944 -2.2743 0.216
H -4.1033 -0.1368 1.1702 0.219
H 0.0025 -0.2945 6.8685 0.210
```

The calculation puts the strongest force on any atom at 2.9 eV/Å. The value obtained for the total energy is -2235.4919 a.u. For the HOMO-LUMO gap, the calculation gives 8.1243 eV. The energy above the lowest of the compared OMol25 structures with the same formula, charge and spin comes out at 0.000 eV. Its SMILES is Cc1ccc([C@H](B2OC(C)(C)C(C)(C)O2)c2ccccc2)cc1.Cc1ccc(-c2ccc(Cl)cc2)s1. For the HOMO energy, the calculation gives -7.872 eV.

***

No. 2
DFT (wB97M-V/def2-TZVPD) results for 2 unconnected molecules or ions with the total composition C5H11NO.

```
18
Properties=species:S:1:pos:R:3:nbo_charge:R:1
O 2.6847 -1.1067 -0.6113 -0.671
N 1.0758 -0.5887 1.0050 -0.510
C -0.6892 -0.3236 -0.5864 -0.233
C -1.9157 0.3703 -1.1062 -0.645
C 2.1083 -1.1879 0.5997 0.436
C 0.2504 0.2279 0.1977 0.112
C 0.2826 1.6873 0.5834 -0.659
H -1.3544 -1.4267 1.4975 -0.036
H 0.1648 2.3439 -0.2838 0.220
H -0.5246 1.9082 1.2915 0.226
H -0.6829 -1.4778 1.8239 0.023
H 2.6472 -1.8650 1.2611 0.168
H -0.6566 -1.4018 -0.7398 0.204
H 2.1410 -0.4973 -1.1391 0.491
H -2.8105 -0.0904 -0.6620 0.219
H 1.2283 1.9278 1.0760 0.226
H -1.9393 1.4309 -0.8406 0.211
H -2.0210 0.2789 -2.1921 0.216
```

The calculation puts the strongest force on any atom at 0.5 eV/Å. The value obtained for the total energy is -327.0370 a.u. For the HOMO-LUMO gap, the calculation gives 9.4617 eV. The energy above the lowest of the compared OMol25 structures with the same formula, charge and spin comes out at 2.569 eV. Its SMILES is C/C=C(C)/N=C\O.[H][H]. For the HOMO energy, the calculation gives -8.582 eV.

***

No. 3
DFT (wB97M-V/def2-TZVPD) results for 4 unconnected molecules or ions with the total composition C46H30FO9PS2.

```
89
Properties=species:S:1:pos:R:3:lowdin_charge:R:1
S 7.3144 2.1579 -10.4550 0.817
S 7.2121 1.9204 -14.3089 0.159
P 6.4888 3.2650 -13.1414 0.335
F 5.0521 1.6108 -11.6744 -0.023
O 2.4944 2.9734 -4.3324 0.101
O -1.6698 -0.2090 0.7205 0.091
O 6.1017 -0.1996 -1.9390 0.104
O 4.6334 2.9823 -8.8285 0.160
O -3.9047 -1.3914 7.7165 0.088
O -3.5473 -2.5049 12.9524 0.110
O 5.1735 3.7200 -10.9081 -0.068
O -6.1742 -3.1238 0.7772 0.107
O 1.7727 2.6622 -12.1104 0.087
C 2.9858 1.5370 -2.5248 -0.085
C -6.8428 -0.3119 11.6061 -0.054
C -0.4384 -3.7335 10.4407 -0.054
C 1.3797 0.9925 -0.8214 -0.051
C -2.5451 -2.6451 10.8203 -0.081
C -5.7678 -1.0369 12.0917 0.000
C 2.2199 2.5656 -11.0068 -0.248
C -4.4315 -2.2237 -2.9140 -0.056
C 3.5755 0.0111 -0.7535 -0.002
C 4.2750 3.4169 -9.8725 -0.440
C -4.4905 -2.0951 -0.5164 -0.082
C 7.2723 1.9334 -5.3408 -0.053
C 3.3187 2.2797 -3.7745 -0.278
C -5.2059 -2.1947 3.2343 0.002
C 2.3089 0.1552 -0.2133 -0.050
C -2.8501 -0.7171 3.2105 0.000
C -4.5728 -1.9213 2.0276 -0.084
C -5.9392 -0.4363 9.3811 -0.001
C 5.2961 0.5400 -2.4626 -0.278
C 2.8576 3.7363 -10.2705 -0.031
C -3.4839 -0.9956 4.4097 -0.051
C -1.6434 -2.7858 8.5880 0.000
C 6.3317 2.7394 -5.9721 -0.057
C 4.7025 2.1388 -4.3132 -0.081
C 5.6444 1.3225 -3.6839 -0.084
C -2.7017 -0.8477 0.7368 -0.273
C 5.0502 2.8431 -5.4589 -0.004
C 6.9301 1.2243 -4.2013 -0.003
C -4.6651 -1.7287 4.4208 -0.049
C -4.7706 -1.4638 11.2235 -0.081
C -2.6459 -2.3685 9.4558 -0.081
C 5.8962 2.6712 -11.4723 -1.036
C 3.9208 0.7031 -1.9085 -0.084
C -4.8587 -1.1662 9.8625 -0.081
C -3.2712 -1.4572 -2.9286 -0.056
C -6.9273 -0.0093 10.2515 -0.055
C -3.6149 -2.2304 11.7743 -0.276
C -3.3237 -1.3298 -0.5304 -0.081
C 1.7167 1.6791 -1.9758 -0.001
C -0.5430 -3.4664 9.0800 -0.054
C -2.7172 -1.0130 -1.7403 -0.001
C -5.1714 -2.4430 0.7656 -0.277
C -3.3923 -1.1750 2.0151 -0.085
C -5.0398 -2.5425 -1.7119 -0.002
C -1.4375 -3.3269 11.3088 0.000
C -3.8122 -1.6223 8.9048 -0.266
H -6.1206 -2.7719 3.2236 0.120
H 2.1762 1.6126 -10.4469 0.140
H -1.7413 -2.5698 7.5327 0.118
H 7.3359 4.2968 -12.7100 -0.005
H 5.3529 3.9489 -13.6002 -0.004
H -1.9331 -0.1442 3.1820 0.119
H 0.2369 -3.7905 8.4034 0.108
H 7.1317 0.8565 -10.7029 -0.101
H -1.3764 -3.5310 12.3690 0.121
H 4.3116 -0.6341 -0.2934 0.119
H 6.5948 3.2811 -6.8708 0.098
H 0.3904 1.0966 -0.3935 0.094
H -2.7988 -1.2077 -3.8697 0.108
H -5.9424 -3.1374 -1.6803 0.120
H -5.9898 -0.2118 8.3244 0.119
H 8.2747 1.8567 -5.7419 0.107
H -4.8609 -2.5727 -3.8441 0.107
H 7.6466 0.5877 -3.7003 0.120
H 1.0068 2.3316 -2.4659 0.119
H 4.3071 3.4620 -5.9418 0.114
H 2.0382 -0.3852 0.6844 0.109
H -5.6839 -1.2801 13.1421 0.121
H -7.7667 0.5611 9.8758 0.108
H 2.8107 4.6074 -10.9240 0.134
H -5.1537 -1.9346 5.3641 0.100
H 0.4249 -4.2620 10.8232 0.108
H 2.3016 3.9131 -9.3446 0.139
H -7.6182 0.0205 12.2839 0.108
H -1.8120 -0.4208 -1.7326 0.114
H -3.0684 -0.6439 5.3448 0.096
```

The calculation puts the strongest force on any atom at 0.4 eV/Å. The value obtained for the total energy is -3685.7366 a.u. For the HOMO-LUMO gap, the calculation gives 8.1166 eV. Its SMILES is O=CCC(=O)O[C@](F)(S)[PH2]=S.O=C1c2ccccc2C(=O)c2ccccc21.O=C1c2ccccc2C(=O)c2ccccc21.O=C1c2ccccc2C(=O)c2ccccc21. For the HOMO energy, the calculation gives -9.312 eV.

***

No. 4
DFT (wB97M-V/def2-TZVPD) results for 2 unconnected molecules or ions with the total composition C7H9N2O2.

```
20
Properties=species:S:1:pos:R:3:nbo_charge:R:1
O -1.1080 -1.6068 -3.5260 -0.498
O 0.1991 0.0100 -3.0220 -0.637
N -0.9702 -1.0142 -1.4068 -0.447
N -0.6918 -0.8785 -2.6332 0.593
C 0.3451 1.7353 0.7777 -0.155
C -1.0204 -0.6160 0.9665 -0.116
C -0.4708 -0.3114 -0.3815 0.237
C 1.4143 -1.3027 0.0649 -0.679
C -0.0112 1.2816 1.9478 -0.245
C -0.8995 0.1657 2.0825 -0.329
C -0.0329 1.1319 -0.5080 -0.533
H 1.6569 -0.7936 1.0260 0.193
H 0.9549 2.6006 0.8681 0.184
H -1.1546 -0.1918 2.9890 0.191
H 1.2589 -2.2929 0.0009 0.174
H 0.1871 1.9170 2.7421 0.186
H 1.7611 -0.9219 -0.8395 0.195
H -1.3622 -1.6584 0.9948 0.205
H -0.8056 1.7149 -0.9727 0.217
H 0.7497 1.0312 -1.1709 0.265
```

The calculation puts the strongest force on any atom at 5.2 eV/Å. The value obtained for the total energy is -531.9283 a.u. For the HOMO-LUMO gap (spin up / spin down), the calculation gives 6.9938 / 6.9922 eV. The energy above the lowest of the compared OMol25 structures with the same formula, charge and spin comes out at 6.643 eV. As for the charge: -1. For the HOMO energy (spin up / spin down), the calculation gives -3.330 / -3.329 eV.

***

Question: Which value of strongest force on any atom does entry 1 give?
Answer: 2.9 eV/Å

***

Question: Among the records above, which one has the highest total energy?
Answer: C5H11NO

***

Copy entry 4 word for word.
DFT (wB97M-V/def2-TZVPD) results for 2 unconnected molecules or ions with the total composition C7H9N2O2.

```
20
Properties=species:S:1:pos:R:3:nbo_charge:R:1
O -1.1080 -1.6068 -3.5260 -0.498
O 0.1991 0.0100 -3.0220 -0.637
N -0.9702 -1.0142 -1.4068 -0.447
N -0.6918 -0.8785 -2.6332 0.593
C 0.3451 1.7353 0.7777 -0.155
C -1.0204 -0.6160 0.9665 -0.116
C -0.4708 -0.3114 -0.3815 0.237
C 1.4143 -1.3027 0.0649 -0.679
C -0.0112 1.2816 1.9478 -0.245
C -0.8995 0.1657 2.0825 -0.329
C -0.0329 1.1319 -0.5080 -0.533
H 1.6569 -0.7936 1.0260 0.193
H 0.9549 2.6006 0.8681 0.184
H -1.1546 -0.1918 2.9890 0.191
H 1.2589 -2.2929 0.0009 0.174
H 0.1871 1.9170 2.7421 0.186
H 1.7611 -0.9219 -0.8395 0.195
H -1.3622 -1.6584 0.9948 0.205
H -0.8056 1.7149 -0.9727 0.217
H 0.7497 1.0312 -1.1709 0.265
```

The calculation puts the strongest force on any atom at 5.2 eV/Å. The value obtained for the total energy is -531.9283 a.u. For the HOMO-LUMO gap (spin up / spin down), the calculation gives 6.9938 / 6.9922 eV. The energy above the lowest of the compared OMol25 structures with the same formula, charge and spin comes out at 6.643 eV. As for the charge: -1. For the HOMO energy (spin up / spin down), the calculation gives -3.330 / -3.329 eV.